1.
ORCA calculation (ωB97M-V/def2-TZVPD) on a 14-piece molecular cluster, C17H62N8O14 overall in a non-equilibrium geometry.

Calculated values
strongest force on any atom = 8.6 eV Å⁻¹
E_LUMO = -0.122 eV
energy = -2176.121808 a.u.
multiplicity = 1
ΔE to the lowest compared entry with this formula, charge and spin = 54.6 kJ/mol
highest occupied orbital energy = -7.51 eV
Kohn-Sham gap = 0.2715 Eh

Structure (XYZ):
```
101
Properties=species:S:1:pos:R:3:forces:R:3:lowdin_charge:R:1
O -14.6560 1.3700 19.1240 2.869 1.699 -4.889 -0.149
H -7.5690 -2.5940 18.8740 -0.562 0.300 0.756 0.075
O -7.0580 -2.9500 16.2120 -0.077 0.458 -1.348 -0.120
H -8.3860 -1.3850 19.9410 0.210 -0.529 0.272 0.068
O -3.6860 -1.0200 18.5540 1.555 0.961 -0.273 -0.024
H -8.1690 1.0190 19.1630 0.873 -0.194 -1.565 0.016
C -9.6920 0.4360 16.9080 -0.378 -0.391 -0.294 -0.058
C -7.5930 -2.1490 19.9120 -0.755 -0.475 -2.730 -0.081
H -7.4860 2.2270 16.9150 0.163 0.262 -0.924 0.015
C -4.8130 -0.8470 17.7800 -0.097 -0.708 -2.245 -0.363
H -3.8620 0.6260 16.7000 0.527 0.563 -0.218 0.061
H -10.7050 -2.4580 17.2880 0.105 -0.183 -1.763 0.047
C -4.4450 -0.2400 16.4480 -0.906 -0.536 -1.157 -0.068
H -13.0720 4.6310 16.2450 -0.580 0.438 0.057 0.131
H -7.6500 -0.6480 17.2940 -0.947 1.268 0.058 0.115
H -13.4660 4.4640 13.0780 0.002 -1.058 -0.315 0.127
C -10.7530 -2.3750 18.3320 1.680 0.521 0.500 -0.156
H -10.0630 1.4170 12.3220 -0.331 -0.115 1.068 0.097
O -10.4080 -3.5750 18.9650 0.085 -1.630 0.657 -0.112
N -4.8490 4.0940 14.8430 1.129 0.255 -3.715 0.176
H -9.6620 2.5750 20.9300 0.206 -0.410 -0.779 0.099
H -7.5550 -3.4450 16.8450 -0.293 -0.592 0.647 0.038
H -3.9080 -0.9020 15.7290 -0.215 0.403 0.665 0.093
C -8.1600 0.2940 16.9080 -0.636 0.790 -1.201 -0.262
H -10.2320 -0.3240 16.3320 0.350 -0.407 0.403 0.047
H -8.7040 3.3290 19.7300 0.763 -0.474 -0.576 0.081
H -8.4150 -3.2980 14.5290 0.097 0.099 1.288 0.099
H -5.0440 -0.6370 13.0950 -0.289 -0.221 -0.038 0.096
C -8.0400 -2.5120 15.2460 -0.976 -0.463 0.094 -0.129
H -12.2110 -0.1900 13.9030 -0.050 -0.026 0.829 0.074
C -12.3440 -0.9580 14.6940 -0.694 -1.254 -2.153 -0.140
H -9.7110 0.4470 20.9720 -0.579 -0.545 0.420 0.068
H -12.7020 2.9000 12.8340 -0.209 0.562 0.309 0.127
H -8.0330 0.2330 13.4750 0.366 -0.488 -0.071 0.019
H -15.7910 2.3950 17.2090 -0.327 -0.228 0.707 0.108
H -6.1670 1.6710 14.3030 -0.106 -1.077 0.308 0.063
N -4.7460 3.7200 16.9770 1.002 -0.746 3.249 0.186
C -5.4940 3.7020 15.9060 -5.167 -0.817 1.412 -0.561
N -10.4300 0.0690 21.6190 4.322 0.651 0.986 0.185
O -7.2450 -2.6620 22.1240 1.329 -0.529 2.397 -0.085
N -13.2120 3.5400 13.4440 -0.577 -0.369 -4.288 0.166
O -6.8370 3.4160 15.9820 6.087 1.376 -1.494 -0.112
H -13.2970 -1.4830 14.4480 0.146 0.703 0.600 0.092
C -9.7210 1.0960 13.3500 -0.270 0.391 -1.877 -0.167
H -5.2430 3.5120 17.8520 0.702 -0.013 -0.546 0.147
C -9.1850 2.3690 19.9330 -3.171 1.563 0.708 -0.179
H -10.1170 -0.1170 22.5640 -0.285 -0.121 -0.302 0.125
H -11.1260 -2.1560 13.7550 0.565 -0.517 -2.661 0.040
H -8.7260 -3.5640 21.0630 0.686 -0.084 -0.405 0.121
H -3.7990 4.1020 14.7650 -1.997 0.044 0.276 0.159
H -10.0380 -1.6390 18.6620 0.131 0.680 -0.133 0.045
O -11.3340 -1.9360 14.6180 0.341 0.167 2.660 -0.110
C -12.8520 3.5910 14.6870 7.382 -4.249 1.059 -0.656
H -10.0140 2.1690 19.2120 0.327 0.892 0.459 0.077
C -9.7340 4.4120 16.7790 -1.330 -1.869 -1.063 -0.226
H -9.4680 -3.8160 18.8290 -1.015 0.623 -0.070 0.064
N -14.8030 2.5150 17.1950 -2.636 2.733 -3.985 0.155
C -14.0440 1.8650 17.9930 -1.742 -3.513 7.621 -0.632
O -11.9320 0.1290 19.9120 1.487 -1.971 4.408 -0.113
H -7.8730 0.3850 15.8830 0.408 -0.612 -1.090 0.082
H -9.6040 4.3250 15.7240 -0.351 -0.115 -1.232 0.062
O -8.4890 1.1950 20.0260 1.156 -0.644 1.916 -0.135
H -10.0130 1.3500 16.3550 0.657 -0.240 0.694 0.069
H -12.2940 2.0110 16.8930 0.003 0.206 -0.502 0.045
O -11.7590 2.9200 15.1530 -5.319 2.565 -1.541 -0.089
H -10.0520 0.4560 17.9430 -0.251 0.025 -0.298 0.053
O -5.8710 -0.1910 13.3000 -0.588 -0.017 -0.326 -0.092
H -5.5760 1.8560 12.7920 0.175 -0.009 -1.563 0.071
H -12.2780 -0.6250 15.6960 -0.514 0.888 0.802 0.057
H -3.7040 3.7920 16.9800 -1.740 -0.030 -0.020 0.149
H -9.9920 3.3900 17.1000 -0.238 0.264 0.190 0.053
H -5.2720 -1.8040 17.6990 -0.740 -0.818 -0.601 0.091
H -7.0340 -4.0760 20.7170 0.270 -0.584 -0.615 0.109
H -5.5620 -0.1740 18.0820 -0.824 1.091 1.645 0.080
O -8.5550 4.8160 17.2990 1.318 1.848 1.975 -0.116
N -12.7460 1.7840 17.7570 0.972 -1.144 1.618 0.194
H -4.0020 -1.2360 19.4010 -0.214 -0.510 1.891 0.059
C -11.6010 -0.2010 21.1760 -2.798 2.807 -6.872 -0.634
H -12.2830 1.1970 18.4750 -0.024 0.480 -0.454 0.064
H -14.3480 5.0840 15.0240 2.445 -2.056 0.791 0.199
N -12.5080 -0.5880 22.0280 -3.856 -1.904 1.579 0.159
H -10.6180 5.0420 16.9170 0.399 0.390 0.536 0.076
H -7.8300 4.4530 16.7730 -0.124 -0.081 -0.009 0.007
N -13.5300 4.4370 15.3590 -2.918 4.456 3.504 0.136
H -11.7020 -1.9770 18.5760 -1.114 -0.199 0.771 0.072
H -4.5600 1.1000 13.9600 2.001 0.608 0.923 0.051
O -7.6870 1.4920 17.4900 0.667 -1.181 2.540 -0.113
H -13.4850 -0.8430 21.6900 2.193 0.783 0.606 0.163
H -12.2960 -0.6390 23.0260 -0.292 -0.120 -0.792 0.113
H -8.8760 -2.0010 15.7900 0.533 -0.574 -0.858 0.064
H -5.3860 4.1100 13.9790 0.444 -0.006 0.252 0.127
H -7.6070 -1.8500 14.5310 0.717 0.909 0.071 0.039
O -8.8900 -0.0070 13.1260 0.314 -0.848 0.121 -0.113
H -10.5330 0.8860 14.0320 -0.106 0.091 0.020 0.027
H -6.7640 -3.3460 22.6530 -0.778 1.025 -0.591 0.107
H -5.3920 0.1120 15.9510 0.938 -0.422 0.437 0.067
H -6.6670 -1.6400 19.8740 1.183 0.586 0.668 0.053
H -9.1150 1.8970 13.7030 0.131 0.982 0.662 0.068
C -5.5230 1.1380 13.5810 -1.245 0.773 0.599 -0.189
H -14.4990 3.0810 16.4140 0.288 -0.579 0.358 0.053
C -7.6660 -3.2360 20.9260 -1.470 0.316 0.400 -0.337
```
Positions in Å, forces in eV/Å.

***

2.
ORCA calculation (ωB97M-V/def2-TZVPD) on a 11-piece molecular cluster, C36H65Cl20F9N2O3PS overall in a non-equilibrium geometry.

Calculated values
strongest force on any atom = 2.4 eV Å⁻¹
E_LUMO = 1.498 eV
charge = -1
energy = -12588.228336 a.u.
multiplicity = 1
highest occupied orbital energy = -4.96 eV
Kohn-Sham gap = 0.2374 Eh

Structure (XYZ):
```
137
Properties=species:S:1:pos:R:3:forces:R:3:lowdin_charge:R:1
H 3.6348 0.3948 13.7438 -0.036 0.025 -0.068 0.070
Cl -7.1091 -5.6955 -8.6214 0.018 -0.007 -0.008 0.531
H 0.1817 -1.0401 -2.8934 -0.324 0.003 -0.028 0.114
H 3.2907 -2.9594 2.2067 -0.102 -0.113 0.245 0.058
H -0.0891 -3.8160 2.5575 0.039 0.007 0.037 0.072
H -4.7450 -1.1101 7.0036 0.022 0.028 -0.053 0.070
C 5.2597 -1.3614 -0.0996 -0.283 0.925 0.601 -0.041
F -2.2244 -0.8609 -2.8115 0.012 0.127 0.348 0.168
C 0.3912 4.9330 -10.1768 -0.038 0.016 0.059 -0.659
H 7.9198 -6.9074 1.5891 -0.061 0.020 -0.030 0.065
Cl 4.1099 -1.1778 12.0566 -0.157 -0.004 0.195 0.560
H 0.6161 5.9256 -3.7375 -0.016 0.019 0.038 0.039
H 0.6593 -0.3859 -0.1289 -0.513 -0.655 -0.062 0.109
C -5.8237 0.5764 -12.0899 -0.068 -0.099 0.013 -0.669
H 4.9381 -2.2991 2.3578 0.159 -0.167 0.258 0.082
H 1.6176 -1.8844 13.3935 0.010 0.006 -0.075 0.068
Cl 6.3241 -6.2486 3.1910 -0.022 -0.010 -0.015 0.544
H 4.6606 -3.8537 1.5180 0.237 -0.142 0.116 0.022
H -4.9533 -2.8716 -7.6231 0.052 -0.038 0.014 0.075
Cl -0.9435 7.5828 -6.6540 -0.039 0.007 -0.039 0.525
Cl 7.1443 -4.3491 0.4947 0.156 -0.099 -0.067 0.602
O 2.8765 0.4321 0.0600 0.440 0.456 0.324 -0.269
H -2.0979 -4.1193 4.0633 0.023 -0.020 -0.004 0.073
P 2.4239 1.7804 -0.9530 1.118 0.349 -1.865 0.453
H -6.1674 -4.7528 -6.6915 -0.036 0.040 0.009 0.073
H -5.4909 0.1939 -13.0509 0.038 0.062 -0.022 0.067
Cl -6.4835 2.2132 -12.3500 0.003 0.007 -0.021 0.529
Cl 0.7870 4.7758 -5.7787 -0.004 0.013 -0.060 0.544
C -3.8334 0.3452 -0.5928 -0.687 0.485 0.146 -0.494
C 2.1541 1.0406 8.0733 -0.028 -0.057 -0.025 -0.657
F -2.1686 -3.1818 -0.1635 -0.065 0.150 -0.014 0.070
H -0.5024 -3.4331 -2.0296 -0.168 -0.007 -0.243 0.131
H 0.2594 -3.0014 -0.5351 0.006 0.017 0.231 0.128
C 1.1228 4.1520 -2.0275 0.392 0.434 0.316 -0.425
H 5.1500 -0.2865 0.0592 -0.020 0.126 -0.106 0.086
H -8.1534 -1.9735 1.4069 -0.032 -0.005 0.063 0.069
C 3.7306 2.9784 1.2240 0.996 0.847 0.114 -0.318
H -7.7286 -3.2419 0.2531 0.028 -0.038 0.008 0.072
H -2.8694 0.3138 6.0744 0.074 -0.048 0.015 0.071
N 2.8690 -1.9501 0.0113 -0.163 1.185 1.349 0.154
H -1.9578 -2.4269 4.5436 0.051 0.070 0.053 0.017
C -3.8005 -0.9812 7.5303 -0.125 -0.047 -0.018 -0.650
C 1.1626 -0.5183 -1.0912 0.308 1.167 0.756 -0.376
H -4.4269 -0.4661 -10.8616 -0.009 -0.017 -0.044 0.042
C 1.8797 -0.8596 13.6432 0.013 -0.090 0.094 -0.659
H 2.4551 1.0710 10.2059 0.021 0.073 0.046 0.023
H 3.1390 -0.7238 -1.6600 0.471 0.310 0.083 0.135
C 8.2072 -4.7885 1.8530 0.093 0.052 -0.005 -0.650
H 0.0499 3.9011 -2.1315 -0.025 -0.080 0.038 0.106
C -0.7288 -2.9942 2.8720 0.097 -0.019 -0.025 -0.665
H 4.7975 2.9498 1.4732 0.107 -0.330 0.105 0.093
S 0.8023 2.4525 0.4422 -0.221 0.417 0.664 0.595
H -4.9294 -5.3923 -7.7757 -0.006 -0.014 -0.073 0.068
O 1.4266 5.2735 -1.6435 -0.085 -0.131 -0.255 -0.040
F -4.8342 1.1235 -1.0737 0.574 -0.345 0.276 0.149
C -1.5980 -2.1023 -0.8217 0.153 -0.606 0.330 -0.410
Cl -9.3646 -3.9627 1.7714 -0.027 0.008 0.014 0.530
C -4.7078 0.5634 -11.0782 0.034 -0.099 0.064 -0.673
O 1.1627 0.7714 -1.6863 0.445 -0.300 -0.324 -0.351
F -3.0514 -2.8367 -2.4780 -0.039 0.169 -0.001 0.131
H 1.3491 6.9248 -4.9909 0.000 -0.009 -0.075 0.075
H -6.5754 -2.8701 -8.3218 -0.026 -0.038 -0.062 0.067
H 2.9462 4.0298 3.9324 0.076 -0.244 0.082 0.061
Cl 2.8828 5.8814 -9.5265 0.008 -0.033 -0.025 0.529
C -2.6731 -1.6850 -1.8510 -0.084 -0.701 -0.041 -0.351
C 2.8080 0.5353 9.3323 -0.098 -0.082 -0.042 -0.705
F -4.8440 -0.9822 -2.2730 0.230 -0.013 0.090 0.135
F -4.5311 -1.9290 -0.3515 0.333 0.108 -0.076 0.140
C -1.4048 -3.2877 4.1852 -0.052 -0.105 -0.147 -0.686
C 4.0512 -2.0441 0.4803 -0.116 -0.701 -0.054 -0.378
C -0.2863 -2.5880 -1.3822 0.195 0.343 0.098 -0.061
H 1.6222 2.5055 -3.1688 -0.049 -0.298 0.009 0.067
H -3.9937 -1.0089 8.5996 0.066 -0.001 0.020 0.065
F -2.6795 0.9473 -0.8780 -0.592 -0.358 0.323 0.182
N 3.6363 2.8579 -0.2361 -0.649 -0.512 1.048 -0.187
H 0.5640 4.1087 -9.4907 0.094 -0.007 -0.020 0.067
C -5.6384 -3.4179 -8.2681 0.003 0.093 0.065 -0.660
Cl 0.2620 -1.5204 2.9312 0.041 0.031 0.033 0.587
H 2.5807 -0.5210 9.4623 0.000 -0.014 -0.026 0.059
H 2.5810 0.5790 7.1868 0.038 0.046 -0.013 0.074
C 3.2364 4.3325 1.7872 -0.627 -0.417 -0.199 -0.270
H 3.5479 3.7929 -0.6056 -0.184 0.047 -0.188 0.049
C -3.1633 0.3219 7.1210 -0.078 0.047 -0.076 -0.651
H -3.8665 1.1385 7.2751 -0.004 -0.006 0.052 0.072
H 4.0825 4.9865 1.9840 0.127 0.127 0.066 0.093
H -1.6082 6.1380 -4.9094 0.002 -0.027 -0.092 0.068
Cl 0.9846 0.2151 12.5420 0.000 0.019 -0.047 0.565
H 0.7478 6.5488 -8.8251 -0.003 -0.101 0.037 0.024
Cl -1.7166 0.6874 8.0942 0.010 0.030 0.038 0.565
H 5.3240 -1.5071 -1.1721 0.068 -0.159 -0.154 0.085
C 0.5387 6.2329 -4.7774 0.039 0.046 0.027 -0.641
F -1.4762 -1.1417 0.1286 -0.166 -0.037 -0.346 0.110
H -6.6450 -0.0435 -11.7345 0.004 0.011 0.041 0.070
H 6.1675 -1.6502 0.4127 0.192 -0.300 -0.100 0.037
H 9.2304 -4.7523 1.4824 0.000 -0.046 -0.017 0.070
Cl -2.7760 -2.3806 7.1205 -0.080 0.075 0.181 0.570
H -0.6756 5.1476 -10.1984 0.000 0.026 -0.031 0.073
Cl 4.5825 0.6823 9.2881 0.126 0.106 -0.155 0.512
H 1.0414 6.9502 -10.5223 0.038 -0.018 -0.037 0.065
F -4.0263 0.2527 0.7373 0.530 0.128 -0.697 0.163
H 1.8069 5.1177 3.1933 -0.044 0.138 0.064 0.063
C -5.8448 -4.8088 -7.7289 0.024 -0.029 0.085 -0.666
Cl -3.2480 1.3894 -11.6790 0.005 0.031 0.015 0.540
H 8.0931 -4.0320 2.6254 -0.083 -0.005 0.005 0.072
C 2.0756 3.0873 -2.3700 -0.965 -0.131 -0.195 -0.252
H -5.8296 -2.9051 1.7161 -0.026 0.053 -0.007 0.057
C 4.2582 -2.8704 1.7314 -0.315 0.123 -0.776 -0.051
H 1.0907 0.8135 8.1069 -0.003 0.005 -0.006 0.018
H 3.2831 2.1547 1.7710 -0.300 -0.221 -0.291 0.082
Cl -0.2531 -3.7653 5.4640 0.050 -0.022 -0.055 0.512
C 3.3725 -0.6494 13.5939 0.099 -0.064 0.049 -0.649
H -0.2724 2.1386 -0.2874 0.109 -0.157 -0.129 -0.204
Cl 0.8535 4.3985 -11.8176 -0.026 -0.067 -0.013 0.521
Cl 2.3052 2.8089 7.8978 0.010 0.009 0.005 0.534
H 1.6219 3.4117 2.9160 -0.005 -0.227 -0.043 0.020
H 8.6590 -6.4420 3.1257 0.000 0.042 0.021 0.069
H -6.5343 -4.4770 2.1016 -0.064 -0.019 0.058 0.070
C 2.6173 -0.6922 -0.6829 -0.627 -1.564 -1.768 -0.475
C 7.9104 -6.1668 2.3845 0.076 -0.059 0.043 -0.669
H -1.4856 -2.8354 2.1092 -0.073 0.015 -0.002 0.044
H -0.9645 7.6679 -4.3068 0.046 0.036 -0.023 0.074
C 1.1410 6.1730 -9.7687 -0.077 0.168 0.103 -0.675
H 2.6320 4.8214 1.0241 -0.038 0.027 -0.175 0.079
C -3.9648 -1.0895 -1.2437 -0.516 0.460 -0.356 -0.319
H 3.4440 1.3152 -1.8526 -0.430 -0.193 -0.123 0.052
H 3.8379 -1.2412 14.3804 -0.026 -0.010 0.019 0.069
C -0.8057 6.8619 -5.0204 -0.010 -0.019 0.155 -0.646
H 1.5192 -0.6446 14.6478 0.035 0.025 0.013 0.069
C -6.7090 -3.4046 2.1188 0.154 0.005 -0.071 -0.664
C 0.6148 -1.5541 -2.0431 0.302 -0.112 -0.010 -0.099
Cl -4.9171 -3.4327 -9.9006 -0.024 0.034 -0.033 0.538
H -5.0074 1.0419 -10.1494 0.005 0.082 -0.030 0.069
Cl -6.8596 -2.8998 3.8230 -0.010 -0.021 0.026 0.530
H 1.4702 -2.1020 -2.4428 0.058 -0.133 -0.096 0.121
C -7.9180 -3.0293 1.3036 0.036 0.047 -0.096 -0.667
C 2.3626 4.1947 3.0279 0.124 0.523 0.230 -0.141
H 3.0054 3.4804 -2.7708 0.321 0.142 0.444 0.084
```
Positions in Å, forces in eV/Å.

***

3.
ORCA calculation (ωB97M-V/def2-TZVPD) on C3H4N2O2S as an isolated structure in a non-equilibrium geometry.

Calculated values
strongest force on any atom = 6.4 eV Å⁻¹
E_LUMO = -0.372 eV
energy = -774.606113 a.u.
multiplicity = 1
ΔE to the lowest compared entry with this formula, charge and spin = 841.9 kJ/mol
highest occupied orbital energy = -9.26 eV
Kohn-Sham gap = 0.3268 Eh

Structure (XYZ):
```
12
Properties=species:S:1:pos:R:3:forces:R:3:nbo_charge:R:1
S -0.8309 -0.7917 -0.4373 -0.878 1.556 0.683 0.480
O 2.0632 2.0586 0.1237 -3.095 -1.658 -1.868 -0.475
H 0.2816 2.2655 -0.7055 -0.983 -0.026 -0.917 0.161
N -1.7675 0.4283 0.3466 -3.397 0.426 0.248 -0.631
C -3.0811 0.5694 0.3465 2.156 0.326 -1.445 -0.109
H 2.0513 -2.6306 1.1181 -3.322 2.691 -4.231 0.481
H -3.3969 1.6326 1.1005 0.279 -3.726 -2.699 0.247
C 1.0070 1.5721 -0.3433 3.543 -0.162 3.944 0.381
H -3.8067 -0.1997 -0.6366 1.677 2.584 3.505 0.177
O 1.2718 -2.0345 0.1865 4.487 -1.729 4.250 -0.570
N 1.7327 -0.6675 0.1934 -0.988 -1.405 0.360 -0.074
C 0.6953 0.0387 -0.0268 0.521 1.123 -1.831 -0.067
```
Positions in Å, forces in eV/Å.